(1)
DFT (wB97M-V/def2-TZVPD) results for a molecular structure, C60H36CdF15GeN9O2S.

The calculation puts the calculated total energy at -192989.7216 eV. As for the spin multiplicity: 1. The lowest unoccupied orbital energy comes out at -0.70 eV. As for the net charge: 0. Its relative energy (zero: lowest compared OMol25 entry of this formula, charge and spin) is 49.4 kJ/mol. The value obtained for the HOMO-LUMO gap is 0.255 Eh.

Each line ends with the Löwdin charge.
Element x y z (Å)
Cd: -0.008 -0.885 -0.735  1.36
Ge: 2.234 2.479 1.131  0.60
S: 0.808 0.921 1.244  0.22
F: 5.027 3.921 -3.273  0.11
F: 7.054 -0.263 3.727  0.13
F: 6.184 -1.002 1.257  0.11
F: -0.322 3.513 2.829  0.08
F: 4.895 2.817 -0.839  0.10
F: 1.139 7.811 3.928  0.13
F: 0.452 4.996 -3.080  0.12
F: 2.819 4.994 -4.415  0.13
F: 3.877 3.157 3.865  0.10
F: 4.180 0.327 0.097  0.08
F: 0.311 3.918 -0.616  0.10
F: 3.974 4.974 1.517  0.09
F: -0.761 5.880 3.995  0.12
F: 5.880 1.825 5.005  0.12
F: 3.511 7.350 2.687  0.12
O: -1.980 0.224 -0.186  -0.19
O: -6.917 -2.006 -1.320  0.09
N: -5.370 -3.469 -0.508  0.11
N: -0.058 -2.125 1.439  0.03
N: -5.629 -1.326 0.415  0.15
N: 0.138 -1.832 -3.535  0.10
N: -0.638 0.553 -2.391  -0.03
N: 2.276 -0.653 -1.981  0.07
N: -1.764 -2.830 -0.963  0.04
N: -1.259 1.645 -1.876  0.05
N: 1.634 -2.777 -0.507  0.12
C: 1.533 4.451 -2.518  -0.14
C: 5.455 1.466 3.791  -0.14
C: -4.317 -1.718 4.416  -0.31
C: 3.951 1.813 1.910  -0.13
C: 1.907 -5.006 0.258  0.00
C: 0.605 -2.943 -4.094  -0.15
C: 2.780 5.175 2.103  -0.23
C: -5.054 -2.769 2.354  -0.01
C: 6.052 0.401 3.146  -0.13
C: -3.560 -4.917 -1.098  -0.01
C: 1.378 -1.798 -6.021  -0.06
C: 1.835 4.164 2.104  -0.13
C: -0.111 -4.313 2.359  -0.01
C: -0.843 -1.696 2.419  -0.14
C: -4.429 -0.484 3.781  -0.03
C: 3.770 3.337 -1.351  -0.24
C: -2.527 2.538 -0.073  -0.15
C: 1.480 3.880 -1.259  -0.24
C: 2.648 0.484 -2.554  -0.13
C: -1.371 -4.038 -1.354  -0.18
C: 0.878 -0.637 -5.463  -0.02
C: -1.880 1.364 -0.731  -0.52
C: 3.865 3.911 -2.607  -0.16
C: 5.611 0.032 1.889  -0.14
C: -3.494 3.500 1.912  -0.09
C: 4.504 -0.557 -3.607  -0.03
C: 0.255 -0.684 -4.216  -0.25
C: 1.315 -3.751 0.344  -0.22
C: -4.842 -0.387 2.465  -0.01
C: 3.144 -4.217 -1.633  0.00
C: 2.990 -1.753 -2.199  -0.23
C: 2.579 3.290 -0.653  -0.13
C: -3.993 -3.650 -0.724  -0.20
C: 1.365 6.636 3.341  -0.13
C: 1.231 -2.988 -5.330  -0.06
C: -5.156 -1.529 1.735  -0.23
C: 4.117 -1.746 -3.011  0.00
C: 2.804 -5.244 -0.769  -0.04
C: -0.926 -3.866 3.388  -0.04
C: -0.573 1.726 -4.536  -0.02
C: -3.710 4.691 1.233  -0.09
C: -3.037 -2.634 -0.624  -0.05
C: -3.840 -1.813 5.842  -0.05
C: -1.279 -2.530 3.439  -0.03
C: 2.571 6.400 2.705  -0.14
C: -0.325 0.552 -3.634  -0.30
C: 4.576 0.736 1.307  -0.25
C: -2.901 2.430 1.260  -0.05
C: 4.420 2.146 3.169  -0.21
C: -6.033 -2.233 -0.523  -0.52
C: 2.561 -2.969 -1.442  -0.21
C: 3.759 0.586 -3.374  -0.03
C: -4.644 -2.847 3.679  -0.05
C: 0.645 4.430 2.759  -0.22
C: 0.334 -3.397 1.417  -0.24
C: 0.398 5.649 3.372  -0.14
C: 2.739 4.456 -3.197  -0.14
C: -2.741 3.735 -0.750  -0.04
C: -3.330 4.807 -0.098  -0.08
C: -2.231 -5.119 -1.410  -0.05
H: 3.259 -6.220 -0.880  0.11
H: 0.466 -3.856 -3.526  0.09
H: 0.371 2.221 -4.789  0.08
H: 1.586 -3.927 -5.733  0.10
H: 1.875 -1.776 -6.982  0.11
H: -2.439 3.812 -1.785  0.10
H: -3.292 -1.627 -0.319  0.09
H: -2.690 1.502 1.774  0.09
H: 4.040 1.534 -3.815  0.10
H: 3.857 -4.387 -2.425  0.11
H: -1.874 -6.092 -1.718  0.11
H: -4.271 -5.734 -1.155  0.12
H: 4.704 -2.639 -3.164  0.11
H: -1.208 2.443 -4.027  0.06
H: 0.972 0.305 -5.985  0.11
H: 5.385 -0.521 -4.233  0.11
H: -5.932 -4.155 -0.992  0.15
H: -1.279 -4.560 4.140  0.11
H: 0.159 -5.357 2.300  0.10
H: -4.190 0.421 4.328  0.12
H: -0.337 -4.138 -1.657  0.07
H: -3.493 5.737 -0.627  0.10
H: 2.025 1.347 -2.339  0.10
H: -4.590 -3.824 4.146  0.11
H: -1.044 1.414 -5.469  0.09
H: -3.768 3.420 2.957  0.10
H: -4.918 0.585 1.993  0.11
H: -6.006 -0.406 0.233  0.16
H: -4.161 5.533 1.744  0.10
H: 1.682 -5.783 0.972  0.11
H: -1.134 -0.653 2.374  0.07
H: -5.319 -3.671 1.824  0.10
H: -2.760 -1.665 5.907  0.07
H: -4.071 -2.788 6.271  0.08
H: -4.307 -1.050 6.465  0.08
H: -1.888 -2.133 4.237  0.07

***

(2)
DFT (wB97M-V/def2-TZVPD) results for a molecular structure, C60H40Cl5N4O3P2SW.

The calculation puts the calculated total energy at -168799.3240 eV. As for the spin multiplicity: 1. The lowest unoccupied orbital energy comes out at -9.20 eV. As for the net charge: +3. Its relative energy (zero: lowest compared OMol25 entry of this formula, charge and spin) is 0.0 kJ/mol. The value obtained for the HOMO-LUMO gap is 0.220 Eh.

Each line ends with the Löwdin charge.
Element x y z (Å)
W: -0.519 -0.254 -0.537  1.56
Cl: -2.060 -2.970 0.361  0.84
Cl: -3.519 1.990 -1.389  0.80
Cl: -4.805 -4.004 -0.368  0.77
Cl: -6.192 0.838 -2.177  0.75
Cl: -6.901 -2.105 -1.679  0.78
S: 0.348 1.859 0.544  1.04
P: -1.659 -0.118 1.947  1.11
P: 1.729 0.473 -1.863  1.14
O: -0.827 1.698 -0.593  -0.69
O: -1.023 -3.390 -3.067  0.18
O: 1.953 -1.768 2.629  0.09
N: 1.811 1.731 2.102  -0.04
N: 1.123 -1.042 0.635  -0.08
N: -0.106 -1.922 -1.502  -0.13
N: -1.128 0.064 -2.672  -0.06
C: -2.046 -1.124 -4.523  0.06
C: 1.437 2.896 -0.429  -0.31
C: 1.429 1.200 -5.900  -0.04
C: -0.532 -1.065 5.753  -0.05
C: -6.158 -0.989 2.435  -0.03
C: -2.387 0.088 -5.125  0.03
C: -2.501 3.511 3.658  0.00
C: -3.860 -1.619 2.775  -0.08
C: 3.359 4.210 -1.916  0.00
C: 1.602 0.315 -3.662  -0.34
C: 5.896 -1.104 -0.639  -0.04
C: -0.865 -2.285 -2.655  -0.44
C: -5.745 0.185 1.811  -0.04
C: -0.739 2.578 1.765  -0.33
C: 5.210 -0.180 0.143  -0.04
C: 1.589 -0.839 1.970  -0.43
C: 1.502 1.405 -4.529  -0.09
C: -1.409 -1.078 -3.318  -0.22
C: 4.053 -1.150 -2.195  -0.05
C: -5.216 -1.886 2.918  -0.04
C: -0.307 -3.075 4.461  -0.03
C: -0.643 -2.377 3.311  -0.14
C: 0.944 -2.759 -1.014  -0.25
C: 1.551 -0.981 -4.189  -0.11
C: 3.213 -4.066 -0.191  -0.03
C: 2.822 2.726 4.015  0.01
C: -0.873 -0.366 4.606  -0.08
C: -1.405 1.222 -3.263  -0.17
C: 2.808 -2.919 0.456  -0.02
C: -1.577 1.660 2.391  -0.32
C: 2.305 2.799 2.741  -0.08
C: 3.951 0.248 -0.240  -0.10
C: -2.032 1.265 -4.499  0.00
C: -1.683 4.400 2.983  -0.01
C: -0.954 -1.020 3.372  -0.36
C: 5.319 -1.578 -1.806  -0.04
C: -4.395 0.450 1.656  -0.11
C: 2.323 0.392 3.980  0.03
C: 2.798 1.501 4.658  0.02
C: -0.792 3.937 2.027  -0.04
C: 1.740 4.220 -0.136  -0.06
C: -4.994 -0.209 -1.553  -0.71
C: 1.635 -2.259 0.073  -0.25
C: -4.403 -2.389 -0.746  -0.70
C: 1.424 -0.088 -6.418  -0.03
C: 2.459 -4.601 -1.232  -0.04
C: 2.687 4.877 -0.906  -0.01
C: 1.472 -1.180 -5.558  -0.03
C: 1.850 0.518 2.680  -0.15
C: 3.043 2.892 -2.200  -0.05
C: -5.337 -1.542 -1.320  -0.71
C: -3.443 -0.452 2.133  -0.36
C: -2.462 2.161 3.347  -0.06
C: -2.709 -0.589 -0.760  -0.34
C: 1.327 -3.946 -1.656  0.00
C: 3.352 -0.238 -1.407  -0.32
C: -0.260 -2.424 5.686  -0.03
C: 2.049 2.224 -1.487  -0.33
C: -3.716 0.266 -1.249  -0.65
C: -3.133 -1.895 -0.477  -0.67
H: 1.373 2.054 -6.565  0.12
H: 3.457 1.002 0.356  0.09
H: -0.006 -2.972 6.585  0.12
H: -3.145 1.485 3.843  0.13
H: 0.740 -4.348 -2.462  0.11
H: 1.585 -1.848 -3.536  0.10
H: 1.380 -0.243 -7.489  0.13
H: 3.421 -2.548 1.257  0.12
H: 3.167 1.400 5.673  0.14
H: -0.073 -4.129 4.393  0.13
H: -0.491 -0.545 6.702  0.12
H: -7.215 -1.197 2.552  0.13
H: -0.204 4.652 1.491  0.09
H: 2.272 3.739 2.210  0.11
H: 2.751 -5.527 -1.712  0.12
H: 3.590 2.365 -2.972  0.13
H: -4.093 1.370 1.174  0.09
H: 1.455 -2.189 -5.954  0.13
H: -0.624 -2.906 2.371  0.06
H: 4.135 4.713 -2.478  0.13
H: -1.076 0.689 4.695  0.10
H: -1.139 2.120 -2.732  0.10
H: -5.532 -2.795 3.415  0.12
H: 1.274 4.765 0.657  0.08
H: 3.656 -1.517 -3.127  0.10
H: -2.240 -2.087 -4.980  0.15
H: 4.125 -4.556 0.133  0.13
H: -3.142 -2.326 3.167  0.10
H: 6.885 -1.435 -0.347  0.12
H: 5.669 0.222 1.039  0.12
H: -2.249 2.227 -4.944  0.14
H: 3.220 3.613 4.486  0.13
H: 2.914 5.914 -0.687  0.14
H: -6.477 0.894 1.442  0.12
H: 1.477 2.419 -4.153  0.11
H: 2.340 -0.586 4.432  0.13
H: -1.741 5.463 3.184  0.13
H: -3.193 3.868 4.409  0.13
H: -2.906 0.104 -6.076  0.14
H: 5.857 -2.279 -2.432  0.13

***

(3)
DFT (wB97M-V/def2-TZVPD) results for a molecular structure, C60H45N8NaO5P2S.

The calculation puts the calculated total energy at -118943.2530 eV. As for the spin multiplicity: 1. The lowest unoccupied orbital energy (spin up / spin down) comes out at 3.71 / 3.71 eV. As for the net charge: -2. The value obtained for the HOMO-LUMO gap (spin up / spin down) is 0.162 / 0.161 Eh.

Each line ends with the Löwdin charge.
Element x y z (Å)
S: -2.435 -2.843 -1.384  0.45
P: -0.552 0.214 -2.604  1.11
P: 1.449 1.529 -0.890  1.08
Na: -0.426 -1.345 0.113  0.17
O: -1.542 -1.670 -1.422  -0.51
O: -0.787 0.417 0.887  0.01
O: -2.706 -3.387 -2.701  -0.33
O: -1.928 -3.829 -0.441  -0.31
O: 0.814 -3.702 -0.766  -0.06
N: 1.189 -1.037 2.131  0.17
N: 2.244 1.107 2.117  0.18
N: -2.237 0.813 2.623  0.18
N: -3.360 -1.436 2.325  0.18
N: 0.891 -3.397 2.161  0.14
N: -0.138 1.759 2.627  0.18
N: -1.951 3.021 3.523  0.18
N: -1.077 -2.094 2.134  0.13
C: 2.243 -0.180 1.977  -0.31
C: -2.429 -6.438 2.881  -0.11
C: -0.277 2.032 -3.062  -0.36
C: 2.865 4.967 3.943  -0.11
C: -4.868 0.085 -4.296  -0.11
C: -0.430 -3.244 2.240  -0.31
C: -5.087 2.720 3.900  -0.04
C: -3.248 0.843 -2.697  -0.11
C: 2.292 4.080 0.069  -0.11
C: -6.388 2.287 3.954  -0.13
C: 4.798 -0.572 1.651  -0.03
C: 2.670 2.800 -0.325  -0.36
C: 5.356 -2.919 1.558  -0.11
C: 4.422 -0.008 -4.073  -0.11
C: -1.010 0.902 1.976  -0.34
C: 1.792 -0.961 -5.839  -0.11
C: 5.737 -1.581 1.534  -0.11
C: 1.587 3.153 3.083  -0.12
C: 3.081 -2.295 1.826  -0.10
C: -0.662 2.867 3.303  -0.21
C: 2.944 -0.390 -2.223  -0.09
C: -3.885 -0.674 -4.906  -0.09
C: 0.295 -2.096 -3.819  -0.09
C: 0.467 4.958 4.297  -0.04
C: -4.011 -2.183 -0.766  -0.09
C: 2.554 0.944 -2.245  -0.40
C: 0.338 -0.704 -3.925  -0.35
C: 3.469 -0.939 1.778  -0.10
C: 1.625 -2.277 2.032  -0.32
C: -6.732 0.979 3.547  -0.12
C: 4.021 2.465 -0.267  -0.11
C: 4.038 1.322 -4.104  -0.10
C: 4.971 3.404 0.088  -0.10
C: 3.115 1.798 -3.191  -0.11
C: -2.719 1.984 3.229  -0.21
C: 1.090 -0.155 -4.958  -0.10
C: -2.243 0.111 -3.324  -0.34
C: -4.545 0.836 -3.177  -0.11
C: -1.386 -4.346 2.450  -0.10
C: 0.402 3.748 3.606  -0.11
C: 1.267 1.923 2.480  -0.23
C: -3.685 -5.850 2.796  -0.11
C: -1.267 -5.695 2.712  -0.02
C: 2.830 3.776 3.271  -0.04
C: 4.029 -3.293 1.719  -0.03
C: 1.696 5.554 4.466  -0.12
C: -3.812 -4.490 2.558  -0.03
C: 3.243 5.024 0.414  -0.11
C: 3.877 -0.863 -3.130  -0.07
C: 0.986 -2.902 -4.703  -0.07
C: -2.413 -2.315 2.232  -0.31
C: 4.587 4.698 0.402  -0.12
C: -4.108 1.856 3.407  -0.12
C: -5.787 0.106 3.080  -0.03
C: -2.588 -0.666 -4.423  -0.07
C: -3.300 -0.120 2.517  -0.20
C: 1.748 -2.338 -5.714  -0.11
C: 0.342 2.705 -1.843  -0.41
C: -4.455 0.542 2.971  -0.11
C: -2.660 -3.748 2.389  -0.11
H: -3.796 -1.527 0.067  0.04
H: -7.769 0.671 3.622  0.09
H: 2.517 -1.058 -1.484  0.11
H: -4.781 -4.013 2.517  0.10
H: 5.158 -0.376 -4.777  0.10
H: 4.333 1.459 -0.516  0.10
H: -5.315 1.411 -2.680  0.10
H: -0.445 2.966 -1.128  0.07
H: 2.383 -0.509 -6.626  0.10
H: 2.304 -2.967 -6.399  0.09
H: -0.291 -6.154 2.798  0.11
H: -3.008 1.417 -1.811  0.11
H: 0.873 3.625 -2.116  0.07
H: 3.813 5.468 4.093  0.09
H: -7.172 2.957 4.289  0.08
H: -4.656 -2.992 -0.450  0.06
H: -2.352 -7.499 3.085  0.09
H: -0.130 -3.925 -0.771  -0.01
H: 6.020 3.132 0.115  0.10
H: -1.843 -1.277 -4.908  0.10
H: 5.075 0.472 1.660  0.10
H: 2.843 2.845 -3.205  0.11
H: 4.180 -1.900 -3.098  0.11
H: 2.935 6.021 0.699  0.10
H: 5.331 5.444 0.649  0.09
H: 6.784 -1.329 1.428  0.09
H: 0.373 2.159 -3.926  0.05
H: 1.058 -3.786 0.167  0.00
H: 1.780 6.484 5.014  0.08
H: -5.878 0.093 -4.686  0.09
H: 1.170 0.914 -5.087  0.08
H: -4.812 3.716 4.214  0.10
H: -0.424 5.406 4.711  0.10
H: -4.133 -1.282 -5.766  0.10
H: -1.241 2.494 -3.304  0.07
H: 4.470 1.993 -4.836  0.10
H: 3.714 3.303 2.870  0.11
H: -4.571 -6.460 2.936  0.09
H: -6.034 -0.901 2.779  0.10
H: 6.113 -3.686 1.453  0.08
H: 0.939 -3.977 -4.593  0.11
H: 3.746 -4.337 1.763  0.11
H: 1.246 4.349 0.106  0.11
H: -4.448 -1.633 -1.588  0.04
H: -0.294 -2.552 -3.042  0.07

***

Question: Among the records above, which one has the highest calculated total energy?
Answer: C60H45N8NaO5P2S

***

Question: calculated total energy of number 2 (C60H40Cl5N4O3P2SW)?
Answer: -168799.3240 eV

***

Question: Among the records above, which one has the highest net charge?
Answer: C60H40Cl5N4O3P2SW

***

Question: The highest net charge belongs to which entry?
Answer: C60H40Cl5N4O3P2SW